(1)
106
Properties=species:S:1:pos:R:3:mulliken_charge:R:1 method="wB97M-V/def2-TZVPD" gap_ev=9.6 mol_weight_g_mol=1815.8 total_energy_ha=-20659.448023 relative_energy_kj_mol=119.4
C 4.29 0.30 -1.69 0.026
C 3.84 0.11 -0.60 -1.488
C 2.93 0.12 0.67 2.784
C 3.82 0.80 1.82 -0.884
O 3.09 1.90 2.38 -0.257
C 3.18 3.06 1.54 0.401
C 2.64 4.34 2.26 -0.191
O 2.64 -1.19 1.14 0.029
C 1.79 -1.95 0.28 1.046
O 1.02 -1.22 -0.63 -0.397
C 0.76 -2.69 1.25 -1.172
C 0.43 -1.88 2.55 -0.538
C -0.12 -0.43 2.30 1.738
C -1.27 -0.35 1.23 -0.901
N -1.14 0.99 0.57 -0.103
C -2.03 1.15 -0.55 0.353
N -3.29 0.99 -0.48 -0.480
N -1.41 1.53 -1.78 -0.347
C 2.67 -3.11 -0.38 -0.897
Br 4.53 -3.18 0.36 -0.144
N 2.82 -3.01 -1.84 -0.195
F 2.12 -4.09 -2.39 -0.214
H 4.74 0.68 -2.62 0.474
H 2.05 0.79 0.55 -0.910
H 4.01 0.10 2.67 0.014
H 4.80 1.14 1.38 0.430
H 2.53 2.91 0.62 0.103
H 4.23 3.24 1.21 -0.036
H 2.59 4.13 3.36 -0.070
H 3.29 5.24 2.10 -0.042
H 1.62 4.63 1.87 0.017
H 1.54 -0.94 -1.40 0.439
H 1.14 -3.69 1.58 0.822
H -0.19 -2.91 0.69 -0.005
H 1.30 -1.83 3.26 -0.112
H -0.37 -2.43 3.13 0.240
H -0.56 -0.08 3.28 -0.785
H 0.65 0.33 2.03 -0.691
H -1.28 -1.16 0.48 0.277
H -2.24 -0.34 1.80 0.368
H -0.20 0.96 0.15 -0.168
H -3.59 0.75 0.47 0.161
H -0.58 0.97 -1.94 0.239
H -2.07 1.46 -2.56 0.210
H 2.25 -4.13 -0.18 0.557
H 3.81 -3.07 -2.12 0.351
C -1.20 6.99 1.34 -0.177
Cl -1.43 5.27 1.00 -0.025
Cl 0.04 7.21 2.59 -0.050
Cl -0.77 7.87 -0.13 -0.135
H -2.13 7.39 1.72 0.353
C -4.51 3.60 -0.94 1.010
Cl -4.92 4.02 0.73 -0.161
Cl -5.89 3.88 -2.01 -0.118
Cl -3.10 4.53 -1.49 -0.145
H -4.26 2.55 -0.98 -0.604
C 1.47 -5.26 -5.73 0.433
Cl 0.92 -4.30 -7.10 -0.135
Cl 0.47 -6.70 -5.54 -0.002
Cl 3.17 -5.70 -5.93 -0.146
H 1.38 -4.66 -4.83 -0.159
C -2.78 -4.81 -4.17 -0.047
Cl -3.86 -4.33 -2.86 -0.114
Cl -1.13 -4.26 -3.85 -0.012
Cl -2.82 -6.56 -4.39 -0.104
H -3.13 -4.34 -5.08 0.304
C -0.35 1.74 5.86 -0.063
Cl 0.79 2.21 4.59 0.028
Cl -1.14 0.22 5.43 -0.131
Cl 0.49 1.63 7.41 -0.141
H -1.11 2.51 5.94 0.312
C 5.89 6.11 1.59 -0.083
Cl 6.17 4.40 1.94 -0.081
Cl 4.82 6.30 0.20 -0.114
Cl 5.23 6.93 3.01 -0.069
H 6.85 6.56 1.35 0.396
C -6.33 0.34 -3.04 -0.054
Cl -4.70 1.01 -3.18 -0.087
Cl -7.54 1.62 -3.19 -0.034
Cl -6.59 -0.91 -4.27 -0.145
H -6.43 -0.11 -2.06 0.268
C 5.25 -2.94 4.30 0.438
Cl 3.51 -3.04 4.61 -0.104
Cl 6.03 -1.92 5.51 -0.138
Cl 5.97 -4.55 4.28 -0.142
H 5.39 -2.49 3.32 -0.091
C -1.71 -9.30 -7.45 0.141
Cl -0.50 -8.82 -8.65 -0.109
Cl -2.54 -10.78 -7.97 -0.131
Cl -0.96 -9.53 -5.87 -0.128
H -2.45 -8.51 -7.37 0.223
C -1.63 -5.81 2.18 -0.088
Cl -0.84 -4.73 3.34 -0.071
Cl -3.38 -5.70 2.32 -0.132
Cl -1.11 -5.42 0.54 -0.041
H -1.33 -6.83 2.40 0.365
C -10.27 3.66 -5.74 0.068
Cl -10.13 3.34 -4.00 -0.117
Cl -9.11 2.69 -6.65 -0.109
Cl -11.92 3.36 -6.30 -0.126
H -10.04 4.71 -5.90 0.286
C 3.47 6.23 6.36 -0.137
Cl 2.68 6.97 4.97 -0.079
Cl 2.63 4.74 6.80 -0.072
Cl 5.18 5.90 6.01 -0.116
H 3.42 6.92 7.19 0.388



(2)
70
Properties=species:S:1:pos:R:3:mulliken_charge:R:1 method="wB97M-V/def2-TZVPD" gap_ev=8.9 charge=+1 mol_weight_g_mol=490.6 total_energy_ha=-1912.696198 relative_energy_kj_mol=0.0
C 3.51 2.12 0.48 -1.549
C 1.99 2.14 0.46 -0.366
O 1.40 0.85 0.64 0.947
C 1.63 -0.07 -0.37 0.298
C 1.23 0.21 -1.67 0.826
C 1.39 -0.69 -2.71 0.527
C 0.93 -0.35 -4.11 -1.384
N -0.24 0.52 -4.10 -0.062
C 0.00 1.92 -4.36 -0.726
C -1.20 2.77 -3.90 -1.567
C -1.40 2.64 -2.42 0.707
C -0.92 3.61 -1.55 -0.816
C -1.03 3.45 -0.17 -0.796
C -1.64 2.31 0.32 0.944
S -1.75 2.06 2.07 1.577
N -2.92 3.04 2.68 -0.602
O -0.51 2.47 2.70 -0.963
O -2.15 0.71 2.34 -0.955
C -2.14 1.34 -0.53 -0.634
C -2.02 1.51 -1.90 -0.396
C 1.96 -1.92 -2.42 -1.211
C 2.34 -2.23 -1.13 -0.519
C 2.18 -1.32 -0.08 0.275
O 2.53 -1.81 1.16 -0.488
C 2.59 -1.00 2.29 -0.690
C 1.31 -0.29 2.67 0.548
O 1.48 0.85 3.25 -0.513
N 0.14 -0.84 2.53 0.249
C -0.21 -2.19 2.11 -0.531
C -0.96 -2.87 3.26 -0.819
C -1.36 -4.28 2.85 -0.710
C -2.24 -4.25 1.61 -0.716
C -1.51 -3.54 0.46 -1.067
C -1.11 -2.13 0.88 -0.014
H 3.88 1.83 1.46 0.345
H 3.88 3.11 0.25 0.494
H 3.89 1.42 -0.27 0.296
H 1.60 2.73 1.29 0.312
H 1.63 2.58 -0.48 0.264
H 0.76 1.16 -1.86 -0.805
H 1.77 0.11 -4.65 0.313
H 0.69 -1.28 -4.62 0.487
H -0.94 0.17 -4.73 0.306
H 0.89 2.24 -3.81 0.394
H 0.18 2.13 -5.43 0.453
H -2.09 2.41 -4.42 0.379
H -1.03 3.81 -4.17 0.433
H -0.44 4.50 -1.94 0.369
H -0.65 4.19 0.51 0.494
H -2.72 4.03 2.68 0.305
H -3.86 2.81 2.43 0.284
H -2.60 0.46 -0.11 0.519
H -2.39 0.75 -2.56 0.332
H 2.11 -2.65 -3.20 0.456
H 2.78 -3.19 -0.89 0.551
H 3.37 -0.23 2.20 0.274
H 2.88 -1.68 3.11 0.366
H 0.68 1.46 3.24 0.408
H -0.70 -0.26 2.69 0.445
H 0.70 -2.75 1.89 0.701
H -1.85 -2.28 3.50 0.318
H -0.32 -2.90 4.15 0.349
H -1.90 -4.76 3.67 0.415
H -0.46 -4.87 2.65 0.327
H -2.49 -5.27 1.31 0.390
H -3.16 -3.72 1.83 0.333
H -2.16 -3.50 -0.41 0.385
H -0.62 -4.11 0.19 0.376
H -2.00 -1.55 1.13 0.283
H -0.59 -1.63 0.06 -0.156



(3)
67
Properties=species:S:1:pos:R:3:mulliken_charge:R:1 method="wB97M-V/def2-TZVPD" gap_ev=9.0 smiles="CN(Cc1ccon1)C(=O)C1CCN(C2CCN(CCCc3ccccc3)CC2)CC1" mol_weight_g_mol=424.6 total_energy_ha=-1343.702620 relative_energy_kj_mol=319.0
C -5.22 -0.77 1.76 -1.023
N -5.41 0.23 0.73 0.183
C -6.79 0.61 0.45 -1.209
C -7.52 -0.52 -0.19 0.804
C -7.44 -0.94 -1.55 -0.177
C -8.26 -2.03 -1.58 -0.619
O -8.77 -2.25 -0.37 -0.181
N -8.31 -1.31 0.48 -0.468
C -4.43 0.75 -0.05 -0.060
O -4.68 1.52 -0.96 -0.699
C -3.00 0.37 0.31 0.581
C -2.46 1.39 1.32 -0.919
C -0.98 1.11 1.61 -0.668
N -0.22 1.20 0.38 0.418
C 1.21 1.34 0.57 -0.548
C 1.88 1.98 -0.65 -0.611
C 3.36 2.22 -0.36 -1.232
N 4.09 1.03 0.03 0.508
C 4.41 0.13 -1.07 -0.836
C 5.60 0.64 -1.89 -1.028
C 6.83 0.91 -1.02 -1.170
C 7.32 -0.35 -0.36 0.353
C 8.02 -1.30 -1.10 -0.281
C 8.45 -2.47 -0.51 -0.604
C 8.19 -2.71 0.83 -0.414
C 7.50 -1.77 1.57 -0.728
C 7.07 -0.60 0.98 -0.050
C 3.45 0.39 1.16 -1.385
C 1.97 0.05 0.93 -0.330
C -0.65 0.18 -0.55 -0.447
C -2.11 0.42 -0.94 -1.271
H -4.81 -1.69 1.34 0.295
H -4.56 -0.41 2.55 0.283
H -6.19 -1.00 2.19 0.470
H -6.74 1.47 -0.23 0.418
H -7.29 0.90 1.38 0.462
H -6.87 -0.49 -2.33 0.448
H -8.54 -2.70 -2.37 0.460
H -2.95 -0.63 0.74 0.321
H -2.55 2.39 0.89 0.293
H -3.03 1.36 2.25 0.413
H -0.61 1.85 2.31 0.452
H -0.89 0.11 2.08 0.326
H 1.34 2.04 1.41 0.225
H 1.78 1.32 -1.52 0.244
H 1.38 2.92 -0.89 0.355
H 3.85 2.66 -1.24 0.426
H 3.45 2.94 0.46 0.481
H 3.56 -0.04 -1.75 0.265
H 4.69 -0.84 -0.64 0.696
H 5.84 -0.11 -2.65 0.493
H 5.32 1.56 -2.41 0.435
H 6.55 1.64 -0.26 0.383
H 7.62 1.33 -1.64 0.432
H 8.23 -1.11 -2.14 0.392
H 8.99 -3.20 -1.09 0.374
H 8.52 -3.63 1.30 0.376
H 7.29 -1.95 2.62 0.378
H 6.53 0.14 1.56 0.408
H 4.01 -0.51 1.41 0.558
H 3.53 1.09 2.00 0.408
H 1.89 -0.67 0.11 0.279
H 1.56 -0.40 1.83 0.370
H -0.03 0.23 -1.45 0.441
H -0.56 -0.83 -0.12 0.316
H -2.21 1.40 -1.40 0.265
H -2.43 -0.33 -1.66 0.471



(4)
68
Properties=species:S:1:pos:R:3:mulliken_charge:R:1 method="wB97M-V/def2-TZVPD" gap_ev=7.8 smiles="CCOc1ccc2nc(N3CCC(C(=O)N4CCN(C5CCCCC5)CC4)CC3)sc2c1" mol_weight_g_mol=456.7 total_energy_ha=-1741.959995 relative_energy_kj_mol=31.6
C 10.50 1.76 -1.21 -1.034
C 10.09 2.32 -2.57 -0.421
O 8.77 2.83 -2.58 -0.451
C 7.71 1.96 -2.61 0.732
C 7.79 0.58 -2.75 -0.052
C 6.66 -0.20 -2.80 -1.196
C 5.41 0.39 -2.69 -0.598
N 4.20 -0.26 -2.73 -0.466
C 3.21 0.55 -2.62 0.843
N 1.92 0.20 -2.70 0.057
C 0.84 1.09 -2.38 -1.153
C 0.28 0.78 -0.98 -0.445
C -0.17 -0.68 -0.92 0.408
C -0.65 -0.99 0.50 -0.074
O 0.12 -1.37 1.36 -0.713
N -1.96 -0.79 0.77 0.323
C -2.97 -0.39 -0.19 -0.590
C -4.23 0.08 0.54 -1.101
N -4.82 -1.01 1.29 0.212
C -5.95 -0.62 2.11 -0.404
C -6.85 -1.83 2.40 -0.739
C -8.13 -1.39 3.10 -0.734
C -7.80 -0.66 4.40 -0.618
C -6.90 0.54 4.13 -0.870
C -5.61 0.10 3.43 -0.367
C -3.81 -1.87 1.91 -0.652
C -2.47 -1.17 2.08 -0.820
C 1.02 -1.58 -1.27 -0.780
C 1.57 -1.21 -2.65 -1.013
S 3.66 2.28 -2.44 -0.405
C 5.33 1.79 -2.54 0.958
C 6.46 2.58 -2.50 -0.743
H 9.87 0.92 -0.93 0.338
H 11.54 1.44 -1.24 0.352
H 10.40 2.54 -0.45 0.298
H 10.22 1.57 -3.36 0.338
H 10.71 3.19 -2.82 0.313
H 8.75 0.09 -2.84 0.334
H 6.73 -1.27 -2.91 0.446
H 0.05 0.95 -3.13 0.371
H 1.19 2.12 -2.43 0.525
H 1.06 0.95 -0.24 0.232
H -0.55 1.46 -0.77 0.391
H -0.98 -0.86 -1.64 0.378
H -3.24 -1.24 -0.84 0.210
H -2.61 0.43 -0.81 0.569
H -3.96 0.94 1.17 0.289
H -4.96 0.42 -0.19 0.442
H -6.53 0.08 1.49 0.389
H -6.32 -2.54 3.03 0.221
H -7.08 -2.33 1.45 0.388
H -8.75 -2.26 3.31 0.357
H -8.69 -0.72 2.45 0.350
H -7.29 -1.35 5.08 0.323
H -8.72 -0.33 4.89 0.332
H -6.65 1.04 5.07 0.349
H -7.43 1.25 3.50 0.352
H -5.06 -0.57 4.08 0.217
H -4.99 0.97 3.22 0.363
H -4.16 -2.22 2.89 0.471
H -3.67 -2.75 1.28 0.250
H -1.73 -1.83 2.53 0.503
H -2.57 -0.28 2.71 0.167
H 1.79 -1.46 -0.52 0.255
H 0.71 -2.63 -1.27 0.486
H 0.81 -1.39 -3.42 0.333
H 2.46 -1.79 -2.88 0.524
H 6.40 3.65 -2.39 0.446



(5)
65
Properties=species:S:1:pos:R:3:mulliken_charge:R:1 method="wB97M-V/def2-TZVPD" s2=6.03 spin_multiplicity=5 gap_ev="4.2 / 5.1" mol_weight_g_mol=485.5 total_energy_ha=-1289.521402 relative_energy_kj_mol=0.0
O 0.38 0.34 -7.72 -0.439
C 0.28 1.65 -8.35 -0.458
C 0.11 1.02 -9.75 -0.755
H 1.21 2.22 -8.22 0.239
H -0.61 2.20 -7.97 0.246
C 0.27 -0.33 -9.01 1.482
H 0.92 1.27 -10.45 0.311
H -0.89 1.20 -10.17 0.299
C 1.56 -1.06 -9.31 -1.647
H 2.42 -0.40 -9.27 0.372
H 1.52 -1.49 -10.32 0.408
H 1.69 -1.88 -8.61 0.358
C -0.95 -1.22 -9.09 -1.729
H -1.87 -0.69 -8.82 0.366
H -0.82 -2.10 -8.45 0.370
H -1.06 -1.58 -10.11 0.413
Rh -0.01 -0.26 0.62 0.547
C -1.76 -0.54 1.37 -0.884
C -1.66 0.87 1.44 -0.212
C -1.46 1.37 0.16 -1.300
H -1.59 1.47 2.36 0.609
C -1.41 0.26 -0.72 0.496
C -1.79 -0.85 0.04 -1.266
H -1.94 -1.81 -0.40 0.757
H -1.86 -1.17 2.23 0.701
H -1.16 2.37 -0.10 0.417
H -1.22 0.30 -1.79 0.363
C 0.95 -1.78 1.65 -0.652
C -0.09 -2.22 0.87 -0.495
C 0.17 -1.85 -0.46 -1.105
H -0.91 -2.82 1.24 0.662
C 1.47 -1.34 -0.52 -0.328
C 1.99 -1.38 0.79 -0.937
H 2.93 -0.94 1.12 0.425
H 0.93 -1.76 2.73 0.838
H -0.39 -2.10 -1.33 0.730
H 1.81 -0.72 -1.38 0.559
O 0.87 0.77 -2.90 -0.318
C 0.41 -0.15 -3.92 -0.406
C -0.11 0.67 -5.07 -0.340
H -0.37 -0.80 -3.49 0.188
H 1.25 -0.81 -4.18 0.389
C 0.35 2.13 -4.81 -0.646
H -1.21 0.64 -5.09 0.229
H 0.23 0.29 -6.02 0.312
C 0.49 2.11 -3.30 -0.423
H -0.37 2.89 -5.16 0.337
H 1.32 2.34 -5.31 0.241
H -0.48 2.36 -2.82 0.179
H 1.25 2.79 -2.91 0.313
C 0.35 0.74 4.11 -1.163
C 1.13 1.49 3.09 0.616
C 1.93 2.61 3.39 -0.921
C 2.55 3.01 2.22 -1.013
C 2.07 2.19 1.18 0.141
C 2.52 2.19 -0.21 -0.223
N 1.20 1.30 1.74 0.755
H -0.09 -0.16 3.66 -0.025
H -0.46 1.39 4.49 0.339
H 1.01 0.46 4.96 0.421
H 1.96 2.98 4.41 0.494
H 3.29 3.78 2.05 0.512
H 2.45 3.22 -0.60 0.449
H 3.58 1.87 -0.26 0.301
H 1.87 1.57 -0.85 -0.501



(6)
65
Properties=species:S:1:pos:R:3:mulliken_charge:R:1 method="wB97M-V/def2-TZVPD" s2=8.79 spin_multiplicity=6 gap_ev="5.4 / 5.5" mol_weight_g_mol=483.6 total_energy_ha=-1274.027141 relative_energy_kj_mol=0.0
O 3.54 5.63 -2.11 -0.139
C 4.17 5.65 -3.42 -0.504
C 4.88 6.97 -3.19 -0.841
H 3.39 5.67 -4.19 0.209
H 4.86 4.81 -3.55 0.326
C 4.15 6.92 -1.83 1.376
H 4.55 7.78 -3.84 0.332
H 5.97 6.87 -3.11 0.292
C 3.12 8.02 -1.68 -1.712
H 2.45 8.05 -2.55 0.376
H 3.66 8.98 -1.63 0.430
H 2.55 7.89 -0.76 0.355
C 5.10 6.87 -0.64 -1.698
H 5.82 6.05 -0.76 0.370
H 4.52 6.74 0.28 0.366
H 5.64 7.82 -0.60 0.413
Ru -0.03 -0.06 0.25 0.665
C 1.10 -1.81 1.44 -0.131
C 1.11 -2.37 0.14 -0.652
C 1.62 -1.40 -0.77 -0.320
H 0.79 -3.38 -0.12 0.628
C 2.00 -0.23 -0.02 -0.520
C 1.65 -0.48 1.37 -1.163
H 1.90 0.16 2.21 0.606
H 0.75 -2.29 2.35 0.456
H 1.75 -1.52 -1.85 0.451
H 2.55 0.62 -0.39 0.155
C -2.25 0.29 1.54 -0.355
C -0.96 0.54 2.11 -0.757
C -0.33 1.59 1.31 -0.841
H -0.58 0.16 3.05 0.541
C -1.22 1.87 0.20 -0.475
C -2.40 1.09 0.39 -0.840
H -3.29 1.15 -0.24 0.494
H -2.98 -0.40 1.95 0.716
H 0.54 2.17 1.59 0.580
H -1.04 2.63 -0.56 0.517
O 1.17 3.74 -2.77 -0.507
C 1.86 3.62 -1.52 0.704
C 3.16 2.82 -1.70 0.334
H 1.21 3.12 -0.77 -0.576
H 2.08 4.63 -1.15 0.284
C 3.17 2.42 -3.19 -0.429
H 3.15 1.94 -1.05 -0.590
H 4.01 3.44 -1.43 0.192
C 1.77 2.79 -3.70 -0.208
H 3.43 1.37 -3.35 0.464
H 3.87 3.05 -3.73 0.016
H 1.12 1.90 -3.75 -0.132
H 1.80 3.26 -4.70 0.395
C -2.10 -3.15 0.66 -1.062
C -2.14 -2.48 -0.65 0.329
C -2.89 -2.90 -1.79 -0.761
C -2.67 -1.96 -2.80 -1.117
C -1.79 -0.98 -2.27 0.277
C -1.30 0.22 -2.96 -0.686
N -1.47 -1.33 -0.99 1.116
H -1.17 -3.71 0.80 0.142
H -2.93 -3.87 0.71 0.415
H -2.22 -2.43 1.48 0.157
H -3.51 -3.79 -1.81 0.503
H -3.07 -1.91 -3.81 0.497
H -0.98 -0.05 -3.98 0.491
H -2.11 0.96 -3.05 0.299
H -0.46 0.68 -2.43 -0.254